(1)
The following is a DFT calculation (wB97M-V/def2-TZVPD) of C3H11NO3S as an isolated structure.

Positions of all 19 atoms, in Å:
1 H -1.1972 -1.6315 1.7892
2 H 2.7013 2.2394 -1.6541
3 H -1.9108 1.6890 0.0624
4 S -2.8303 -0.6578 -0.3891
5 H 1.6593 1.1421 -0.9572
6 C -0.3958 0.2136 0.6535
7 O 1.7008 -0.0735 -0.7346
8 H 2.8568 -0.6011 1.5005
9 N -1.0348 -0.5748 1.8276
10 O 1.8924 2.3683 -1.1401
11 H -2.0377 -0.3910 1.6309
12 H 2.9028 -0.5288 0.0254
13 C 0.5520 -0.6577 -0.2768
14 C -1.6391 0.7060 -0.3787
15 H 0.8380 -1.6226 0.2409
16 H 0.1602 0.9360 1.3153
17 H -0.2353 -0.9056 -1.1260
18 H -1.1250 0.9214 -1.4424
19 O 3.5085 -0.8285 0.8821

HOMO level: 0.068 eV
frontier orbital gap: 5.9 eV
total charge: -2

=====

(2)
The following is a DFT calculation (wB97M-V/def2-TZVPD) of a 3-piece molecular cluster, C3H11NO3S overall.

Positions of all 19 atoms, in Å:
1 H 1.7076 -0.9054 -0.6814
2 H 3.1830 -1.0830 0.0424
3 C -0.2806 -0.6569 0.2130
4 H 5.1518 1.4020 0.2999
5 H -2.4619 1.7787 -0.5335
6 O 3.3237 -0.8979 -0.8366
7 H -3.4935 0.9683 1.3523
8 H -2.1909 0.1165 -1.2036
9 O 0.7224 -0.6151 -0.8119
10 H -1.0878 -1.4683 -0.1115
11 H -0.2595 1.3801 0.3007
12 O 5.4911 0.5076 0.0571
13 H 0.2079 -0.9551 1.0985
14 S -5.0111 -0.3147 -0.3352
15 H 4.6398 0.0697 -0.3518
16 C -3.4322 0.1358 0.5331
17 N -0.9230 0.6009 0.3427
18 C -2.2686 0.7309 -0.2899
19 H -3.0183 -0.7941 0.9156

HOMO level: -0.353 eV
frontier orbital gap: 6.2 eV
total charge: -2

=====

The computed energies, referenced to the most stable structure and given in eV, are (1) 1.095; (2) 0.000.

=====

(1)
The following is a DFT calculation (wB97M-V/def2-TZVPD) of a 2-piece molecular cluster, C5H12NO2 overall.

Positions of all 20 atoms, in Å:
1 N -1.7981 -1.2653 -1.5976
2 H -0.7879 -1.7605 -3.3760
3 C 0.7562 1.5752 1.8441
4 C -1.2386 -0.8924 -2.8876
5 H 0.8648 2.2782 2.6812
6 H -0.4858 -0.0973 -2.7392
7 H -0.0644 -2.2862 -1.0312
8 C 2.0289 1.3690 1.0235
9 H 0.0159 -0.5296 1.7123
10 H -2.2776 -0.4584 -1.2153
11 H 1.7579 0.6442 0.2492
12 C 0.2208 0.2929 2.4321
13 H -1.2733 -1.9578 0.2518
14 C -0.7042 -1.4910 -0.5874
15 O -0.0199 -0.3902 -0.2408
16 O -0.1327 0.2164 3.5968
17 H -0.0371 1.9905 1.2229
18 H 2.8473 0.9649 1.6264
19 H -2.0353 -0.5058 -3.5306
20 H 2.3632 2.3033 0.5654

HOMO level: -3.195 eV
frontier orbital gap: 7.3 eV
total charge: -1

=====

(2)
The following is a DFT calculation (wB97M-V/def2-TZVPD) of a 2-piece molecular cluster, C5H12NO2 overall.

Positions of all 20 atoms, in Å:
1 C 1.3470 0.8422 1.2296
2 O -3.3959 0.6357 -0.2949
3 H -1.2949 -1.7840 -2.0406
4 H 0.3573 -0.5245 -0.1828
5 O -1.5631 -2.7018 -1.9548
6 H 0.6102 1.0648 -0.7690
7 N 2.7928 0.5694 1.0047
8 H -1.1902 0.4955 1.6130
9 C 0.3326 0.5196 0.1449
10 H -2.0709 -2.6638 -1.1453
11 H 4.1708 -0.4192 -0.0815
12 H -1.7153 0.4102 -1.4143
13 H 2.4063 -0.7675 -0.5557
14 H -1.1423 1.9644 0.6733
15 H 1.1229 0.3861 2.1945
16 H 1.3055 1.9244 1.3679
17 C -2.1376 0.2544 -0.3864
18 C -1.0891 0.8694 0.5869
19 C 3.1086 -0.2335 0.0839
20 H -1.9546 -0.8418 -0.0736

HOMO level: -2.675 eV
frontier orbital gap: 6.2 eV
total charge: -1

=====

The computed energies, referenced to the most stable structure and given in eV, are (1) 0.000; (2) 0.672.

=====

(1)
The following is a DFT calculation (wB97M-V/def2-TZVPD) of a 2-piece molecular cluster, C5H12NO2 overall.

Positions of all 20 atoms, in Å:
1 H -3.0979 1.6134 1.2440
2 H -0.2156 -2.1604 -0.4349
3 H 3.0962 2.3643 -1.8801
4 H 1.2276 2.3432 -1.6311
5 C -0.1677 -1.3565 0.4466
6 C 2.1786 1.8104 -1.7672
7 O -2.4896 2.1525 0.7844
8 C 1.4461 -0.4174 -1.2441
9 H 1.8588 -1.3732 -1.5728
10 H 0.6009 0.6184 0.4456
11 H -2.1707 -0.5663 0.1655
12 N 2.5287 0.5640 -1.5236
13 H -1.2841 -0.0237 1.5313
14 C 1.0161 -0.3890 0.1758
15 O -2.0189 -1.9038 1.7392
16 H 0.5595 -0.2969 -1.8374
17 C -1.5200 -0.9290 1.0404
18 H 0.1311 -1.9689 1.3783
19 H -1.9649 1.6288 0.2683
20 H 1.9081 -0.4280 0.8910

HOMO level: -2.651 eV
frontier orbital gap: 6.1 eV
total charge: -1

=====

(2)
The following is a DFT calculation (wB97M-V/def2-TZVPD) of an isolated ion of composition C5H12NO2 and charge -1.

Positions of all 20 atoms, in Å:
1 C -2.0654 0.9071 -1.9457
2 H -0.7076 2.1284 -0.8191
3 H -0.1874 1.9861 -2.4550
4 H 2.9276 -1.5017 1.5825
5 H -2.0193 0.1725 -2.7710
6 H -2.6908 1.7197 -2.4743
7 H -0.8618 -0.2585 0.3697
8 O -2.7318 0.5307 -0.8213
9 H 0.5874 0.9198 0.6616
10 C 1.0869 -1.1713 0.5717
11 H 2.3229 0.2130 1.6301
12 C -0.6591 1.3985 -1.6281
13 H 0.1241 -0.4943 -1.8133
14 H 1.7409 -1.4328 -0.2664
15 C 0.1842 0.0267 0.1859
16 O 1.6225 -1.1102 3.0562
17 C 2.0541 -0.8433 1.7277
18 H 0.6838 -1.2644 3.0283
19 N 0.2902 0.3355 -1.2617
20 H 0.4655 -2.0491 0.7578

HOMO level: -2.286 eV
SMILES: [O-]CCNCCCO
frontier orbital gap: 5.8 eV
total charge: -1

=====

The computed energies, referenced to the most stable structure and given in eV, are (1) 1.073; (2) 0.000.

=====

(1)
The following is a DFT calculation (wB97M-V/def2-TZVPD) of a 2-piece molecular cluster, C3H6F2O overall.

Positions of all 12 atoms, in Å:
1 O 1.4071 -1.2122 -0.6029
2 H 1.8410 0.2438 0.6855
3 C 1.0741 -0.5632 0.5910
4 F -1.4565 -1.0399 0.8558
5 H -1.8428 1.0739 -0.5344
6 F -0.6900 0.0339 -1.7918
7 H 1.1249 -1.2623 1.4780
8 C -0.4676 0.0033 0.7021
9 C -0.7845 0.7421 -0.6085
10 H -0.0014 1.6639 -0.5979
11 H 0.3903 -0.6493 -1.6429
12 H -0.5945 0.9661 1.4660

HOMO level: -9.158 eV
frontier orbital gap: 9.7 eV

=====

(2)
The following is a DFT calculation (wB97M-V/def2-TZVPD) of the molecule C3H6F2O.

Positions of all 12 atoms, in Å:
1 H 0.9402 -1.4510 0.5094
2 C -0.7318 0.6849 0.8578
3 O -1.1832 -0.8597 -1.0829
4 F -0.4190 -0.0326 1.9402
5 C -0.1917 0.1093 -0.4424
6 C 1.1779 -0.5893 -0.1646
7 H 1.7540 0.0669 0.5191
8 F -0.0789 1.8904 1.0360
9 H 1.6590 -0.9033 -1.0387
10 H -1.7850 0.8590 0.9587
11 H -0.0298 0.9959 -1.0653
12 H -1.1115 -0.7704 -2.0272

HOMO level: -10.952 eV
SMILES: C[C@@H](O)C(F)F
frontier orbital gap: 11.7 eV

=====

The computed energies, referenced to the most stable structure and given in eV, are (1) 3.918; (2) 0.000.

=====

(1)
The following is a DFT calculation (wB97M-V/def2-TZVPD) of C8H15N2O3P as an isolated structure.

Positions of all 29 atoms, in Å:
1 O 0.7543 2.6867 -2.0681
2 H -0.8722 3.4556 0.3449
3 H 1.1922 -0.7715 -2.3564
4 H -3.5164 -0.1119 -0.3546
5 H -0.3444 -2.2899 -1.5319
6 H 3.1818 0.4587 -0.3661
7 N -1.9829 0.5055 0.9430
8 C 0.0439 -2.3116 -0.4722
9 C 2.7431 0.2997 -1.2973
10 O -0.5251 2.8904 1.1080
11 C 1.2877 2.2851 -1.0719
12 C 1.2154 -1.3217 -0.3962
13 H 0.1110 -3.3892 -0.1350
14 O 1.2770 1.0996 1.5505
15 H 0.2157 -0.8426 2.3353
16 N -0.3403 -1.4903 1.7827
17 H 3.3764 0.7958 -1.9779
18 H 2.0333 -1.7664 0.1567
19 H -4.1569 0.0265 1.1746
20 C -3.1827 -0.2207 0.5874
21 H -0.2590 -2.4591 2.0418
22 H -1.6898 0.3757 1.8844
23 C -0.9398 0.5285 0.0317
24 H -2.8555 -1.2686 0.7495
25 C -0.0624 -1.1658 0.4661
26 H 2.3639 2.4428 -1.0870
27 C 1.6894 -0.5212 -1.4864
28 P 0.4067 1.6755 0.5433
29 H -1.1643 0.4044 -1.0988

HOMO level (spin up / spin down): -4.562 / -7.370 eV
2S+1: 3
frontier orbital gap (spin up / spin down): 5.1 / 4.4 eV

=====

(2)
The following is a DFT calculation (wB97M-V/def2-TZVPD) of the molecule C8H15N2O3P.

Positions of all 29 atoms, in Å:
1 N -0.7861 0.3716 1.3039
2 H -2.8031 -0.6044 -0.3876
3 C 3.6139 -1.9142 0.0185
4 O 2.6460 0.1329 -0.2023
5 H -0.7808 1.2369 -3.1418
6 C -0.6890 1.3125 2.3894
7 N -1.5976 0.9098 -1.1732
8 H 1.5575 -2.9309 -0.3281
9 P -0.2882 0.8988 -0.1997
10 H -1.6065 1.2528 2.9445
11 C 3.7872 -0.5744 0.0849
12 H -0.6192 2.3072 1.9579
13 C -1.4241 1.7014 -2.3803
14 H -1.8024 -1.2192 2.1929
15 O 0.3754 2.1724 -0.3254
16 H -2.3716 1.9177 -2.6201
17 C 2.2240 -2.0827 -0.3703
18 C 1.7215 -0.8166 -0.4739
19 H 4.3970 -2.5710 0.3591
20 H -3.4224 0.2186 -1.5678
21 H -0.7477 2.6218 -2.1273
22 O 0.4642 -0.4678 -0.9321
23 C -0.7983 -1.0316 1.7111
24 H -2.3393 -0.9476 -2.0823
25 H 4.6545 -0.0997 0.3273
26 H -0.8474 -1.5146 0.7366
27 H 0.1628 1.1317 3.0877
28 C -2.5491 -0.1347 -1.2834
29 H -0.1313 -1.2767 2.4815

HOMO level (spin up / spin down): -4.221 / -9.082 eV
2S+1: 3
frontier orbital gap (spin up / spin down): 5.0 / 7.4 eV

=====

The computed energies, referenced to the most stable structure and given in eV, are (1) 2.723; (2) 0.000.